Entry A
Here is a 2-piece molecular cluster, C5H14N2O2 overall from the Open Molecules 2025 dataset. Energies are from wB97M-V/def2-TZVPD.

XYZ file:
```
23
Properties=species:S:1:pos:R:3:lowdin_charge:R:1
C -0.92 -1.90 2.23 -0.08
O -0.25 -0.90 1.48 -0.14
C 0.54 -0.01 2.23 -0.63
N 1.17 0.82 1.39 0.15
O 0.58 -0.07 3.44 0.07
H -0.24 -2.33 2.98 0.09
H -1.78 -1.49 2.75 0.09
H -1.22 -2.67 1.53 0.09
H 1.64 1.59 1.83 0.10
H 0.87 0.80 0.29 0.09
C 0.77 -0.68 -1.63 -0.10
N 0.25 0.58 -1.13 -0.35
C 0.48 1.67 -2.05 -0.11
C -1.30 0.45 -0.81 -0.02
H 1.83 -0.57 -1.88 0.09
H 0.68 -1.43 -0.85 0.08
H 0.23 -1.03 -2.52 0.09
H 0.16 2.60 -1.60 0.09
H 1.54 1.74 -2.29 0.09
H -0.06 1.54 -3.00 0.09
H -1.57 1.41 -0.38 0.08
H -1.62 -0.40 -0.23 0.07
H -1.78 0.30 -1.79 0.08
```

Calculated values
Spin multiplicity: 1
Orbital gap (eV): 10.013
SMILES: COC(N)=O.CN(C)C
Lowest unoccupied orbital energy (eV): 0.75

=====

Entry B
Here is one molecule with the formula C5H14N2O2 from the Open Molecules 2025 dataset. Energies are from wB97M-V/def2-TZVPD.

XYZ file:
```
23
Properties=species:S:1:pos:R:3:lowdin_charge:R:1
C 1.45 -1.76 0.37 -0.07
C 0.91 -0.40 -0.06 -0.28
C 2.07 0.79 0.17 -0.18
O 1.69 1.99 -0.47 -0.08
C -0.32 0.00 0.70 -0.34
O -0.44 1.31 1.16 -0.01
N -1.51 -0.45 -0.30 -0.23
C -1.83 0.59 -1.27 -0.11
N -2.70 -0.77 0.39 0.00
H 1.60 -1.79 1.45 0.08
H 0.74 -2.53 0.09 0.08
H 2.40 -1.96 -0.11 0.08
H 0.74 -0.40 -1.14 0.12
H 3.02 0.41 -0.24 0.11
H 2.19 1.01 1.23 0.12
H 1.70 1.85 -1.43 0.10
H -0.46 -0.63 1.59 0.14
H -0.01 1.90 0.52 0.08
H -0.94 0.82 -1.86 0.07
H -2.18 1.51 -0.79 0.08
H -2.61 0.21 -1.92 0.08
H -2.57 -1.66 0.85 0.07
H -2.93 -0.06 1.08 0.08
```

Calculated values
Spin multiplicity: 1
Orbital gap (eV): 9.247
SMILES: C[C@H](CO)[C@@H](O)N(C)N
Lowest unoccupied orbital energy (eV): 0.73

=====

Entry C
Here is a 2-piece molecular cluster, C5H14N2O2 overall from the Open Molecules 2025 dataset. Energies are from wB97M-V/def2-TZVPD.

XYZ file:
```
23
Properties=species:S:1:pos:R:3:lowdin_charge:R:1
H -1.21 1.63 2.21 0.09
N -0.38 1.46 1.66 0.11
C -0.35 1.98 0.50 -0.19
C 0.87 1.87 -0.36 -0.22
C 0.48 1.55 -1.81 -0.09
H -1.11 2.69 0.15 0.13
H 1.41 2.82 -0.32 0.12
H 1.53 1.10 0.03 0.10
H 1.38 1.42 -2.42 0.08
H -0.11 0.64 -1.87 0.06
H -0.11 2.37 -2.24 0.08
N -1.27 -2.15 -0.96 -0.02
C -1.04 -1.38 0.23 -0.21
C 0.61 -1.46 0.69 -0.52
O 0.86 -0.80 1.84 -0.09
O 0.92 -2.82 0.79 -0.01
H -0.78 -3.04 -0.90 0.06
H -0.93 -1.67 -1.79 0.05
H -1.47 -0.39 0.09 0.07
H -1.53 -1.85 1.08 0.10
H 1.17 -1.09 -0.19 0.12
H 0.36 0.21 1.87 0.07
H 0.71 -3.09 1.70 0.10
```

Calculated values
Spin multiplicity: 1
Orbital gap (eV): 8.514
SMILES: [H]/N=C/CC.NCC(O)O
Lowest unoccupied orbital energy (eV): 0.50

=====

Entry D
Here is a 2-piece molecular cluster, C5H14N2O2 overall from the Open Molecules 2025 dataset. Energies are from wB97M-V/def2-TZVPD.

XYZ file:
```
23
Properties=species:S:1:pos:R:3:lowdin_charge:R:1
C 0.66 0.57 -2.25 -0.04
C 0.82 0.68 -0.73 -0.65
C -0.71 1.01 -0.10 -0.02
C 1.74 1.83 -0.34 -0.05
O 1.33 -0.49 -0.22 -0.11
H -0.01 -0.25 -2.49 0.08
H 0.25 1.50 -2.67 0.08
H 1.62 0.37 -2.71 0.08
H -0.98 1.97 -0.53 0.06
H -0.70 1.15 0.98 0.06
H -1.45 0.29 -0.47 0.06
H 1.38 2.78 -0.74 0.08
H 1.82 1.90 0.74 0.08
H 2.74 1.65 -0.75 0.08
H 0.62 -1.27 -0.36 0.09
N -0.09 -1.45 2.08 0.17
C -0.98 -1.87 1.14 -0.65
N -2.30 -1.94 1.51 0.17
O -0.61 -2.19 0.00 0.01
H 0.75 -1.05 1.68 0.10
H -0.44 -0.98 2.90 0.10
H -2.55 -1.83 2.48 0.10
H -2.91 -2.39 0.85 0.11
```

Calculated values
Spin multiplicity: 1
Orbital gap (eV): 9.820
SMILES: CC(C)(C)O.NC(N)=O
Lowest unoccupied orbital energy (eV): 0.62

=====

Most favorable structure: entry D. The second most favorable one is 122.4 kJ/mol above it.

=====

Entry A
Here is a 2-piece molecular cluster, C2H9N2 overall from the Open Molecules 2025 dataset. Energies are from wB97M-V/def2-TZVPD.

XYZ file:
```
13
Properties=species:S:1:pos:R:3:lowdin_charge:R:1
C -0.98 1.96 -1.12 -0.06
H -1.47 2.82 -1.56 0.01
H -1.63 1.09 -1.26 0.01
H -0.85 2.14 -0.06 0.02
H 0.00 1.78 -1.56 0.01
N 1.22 -1.28 -0.33 0.02
C 0.23 -0.86 0.55 -0.34
N 0.41 -1.18 1.90 0.00
H 2.13 -1.43 0.05 0.07
H 1.14 -1.18 -1.33 0.07
H -0.76 -0.62 0.22 0.07
H -0.45 -1.26 2.42 0.06
H 1.01 -1.98 2.09 0.06
```

Calculated values
Spin multiplicity: 2
Orbital gap (spin up / spin down) (eV): 6.225 / 10.386
Lowest unoccupied orbital energy (spin up / spin down) (eV): 1.15 / 1.09
⟨S²⟩: 0.753

=====

Entry B
Here is a 2-piece molecular cluster, C2H9N2 overall from the Open Molecules 2025 dataset. Energies are from wB97M-V/def2-TZVPD.

XYZ file:
```
13
Properties=species:S:1:pos:R:3:lowdin_charge:R:1
N 1.25 -1.90 -0.60 0.02
H 0.51 -2.46 -1.02 0.04
H 1.12 -2.02 0.40 0.03
H 0.30 -0.27 -1.01 0.06
H 2.13 -2.29 -0.90 0.03
C -0.61 1.17 1.55 -0.17
C -0.98 0.54 0.36 -0.36
N -0.15 0.66 -0.89 0.09
H -0.06 2.11 1.64 -0.01
H -1.01 0.81 2.44 -0.03
H -1.90 -0.01 0.23 0.04
H -0.74 0.93 -1.65 0.12
H 0.60 1.31 -0.63 0.13
```

Calculated values
Spin multiplicity: 2
Orbital gap (spin up / spin down) (eV): 4.350 / 7.975
Lowest unoccupied orbital energy (spin up / spin down) (eV): 0.74 / 0.60
⟨S²⟩: 0.755

=====

Most favorable structure: entry A. The second most favorable one is 200.6 kJ/mol above it.

=====

Entry A
Here is C35H40F10N3ORb as an isolated structure from the Open Molecules 2025 dataset. Energies are from wB97M-V/def2-TZVPD.

XYZ file:
```
90
Properties=species:S:1:pos:R:3:lowdin_charge:R:1
Rb 1.05 0.06 -0.14 0.86
C -2.13 -2.47 2.29 -0.11
C -2.76 -2.15 1.07 -0.16
C -2.47 -0.76 0.82 -0.15
C -1.64 -0.32 1.88 -0.10
C -1.42 -1.37 2.79 -0.29
C -0.74 -1.25 4.14 -0.56
C -0.64 -2.61 4.82 -0.07
C -1.57 -0.32 5.04 -0.06
C 0.67 -0.67 4.00 -0.05
C -3.11 0.27 -0.13 -0.52
C -2.30 1.59 -0.16 -0.07
C -4.51 0.65 0.40 -0.05
C -3.20 -0.16 -1.60 -0.05
C -3.46 -3.24 0.26 -0.53
C -3.50 -4.55 1.07 -0.09
C -2.68 -3.57 -1.02 -0.05
C -4.94 -2.96 -0.07 -0.07
H -2.06 -3.47 2.70 0.08
H -1.32 0.70 2.05 0.08
H -1.63 -3.04 4.97 0.08
H -0.16 -2.52 5.79 0.07
H -0.06 -3.31 4.21 0.07
H -2.57 -0.72 5.17 0.08
H -1.65 0.67 4.59 0.08
H -1.10 -0.21 6.03 0.07
H 1.30 -1.32 3.38 0.06
H 1.16 -0.57 4.98 0.08
H 0.64 0.32 3.54 0.07
H -2.22 2.05 0.81 0.07
H -2.78 2.29 -0.85 0.08
H -1.30 1.38 -0.56 0.03
H -4.41 1.04 1.41 0.09
H -5.19 -0.20 0.45 0.06
H -4.96 1.42 -0.24 0.07
H -2.20 -0.39 -1.99 0.07
H -3.60 0.66 -2.21 0.08
H -3.83 -1.02 -1.76 0.05
H -2.49 -4.92 1.28 0.07
H -4.02 -5.32 0.50 0.07
H -4.01 -4.42 2.02 0.08
H -1.67 -3.87 -0.76 0.07
H -2.61 -2.72 -1.69 0.06
H -3.16 -4.40 -1.57 0.07
H -5.52 -2.85 0.85 0.08
H -5.35 -3.80 -0.64 0.07
H -5.08 -2.06 -0.66 0.05
C 4.67 -1.34 -0.11 -0.11
N 4.21 -0.16 -0.81 -0.24
C 4.90 1.02 -0.30 -0.22
C 4.18 2.34 -0.55 -0.26
N 2.94 2.35 0.18 -0.04
C 2.39 3.50 0.51 -0.24
C 2.74 4.85 0.18 -0.14
F 3.78 5.11 -0.66 0.04
C 2.05 5.95 0.64 -0.17
F 2.46 7.19 0.28 0.07
C 0.94 5.84 1.46 -0.18
F 0.28 6.93 1.91 0.05
C 0.53 4.55 1.80 -0.17
F -0.55 4.39 2.58 0.09
C 1.22 3.46 1.33 -0.16
F 0.75 2.23 1.70 -0.02
C 4.38 -0.31 -2.25 -0.20
C 3.26 -1.15 -2.88 -0.26
N 2.00 -0.47 -2.93 -0.04
C 1.72 0.29 -3.97 -0.24
C 2.47 0.62 -5.14 -0.13
F 3.77 0.19 -5.28 0.03
C 2.00 1.41 -6.17 -0.18
F 2.79 1.64 -7.24 0.07
C 0.74 1.97 -6.14 -0.18
F 0.27 2.70 -7.18 0.05
C -0.04 1.72 -5.01 -0.17
F -1.27 2.26 -4.94 0.09
C 0.43 0.94 -3.99 -0.15
F -0.37 0.76 -2.92 0.03
H 5.76 -1.50 -0.23 0.08
H 4.16 -2.23 -0.49 0.07
H 4.45 -1.26 0.96 0.08
H 5.93 1.07 -0.70 0.12
H 4.98 0.91 0.79 0.11
H 4.03 2.48 -1.63 0.11
H 4.88 3.13 -0.24 0.11
H 5.37 -0.75 -2.48 0.12
H 4.35 0.68 -2.71 0.11
H 3.13 -2.06 -2.27 0.09
H 3.61 -1.51 -3.86 0.10
O 0.36 -2.46 0.22 -0.11
C 0.51 -2.81 1.28 0.03
```

Calculated values
Spin multiplicity: 1
Orbital gap (eV): 5.381
Lowest unoccupied orbital energy (eV): 3.74
Total charge: -2

=====

Entry B
Here is C35H40F10N3ORb as an isolated structure from the Open Molecules 2025 dataset. Energies are from wB97M-V/def2-TZVPD.

XYZ file:
```
90
Properties=species:S:1:pos:R:3:lowdin_charge:R:1
Rb 0.27 -0.44 0.20 0.78
C 2.48 -2.88 0.37 -0.10
C 1.27 -3.59 0.53 -0.19
C 0.79 -3.30 1.85 -0.20
C 1.74 -2.42 2.44 -0.10
C 2.78 -2.16 1.54 -0.27
C 4.01 -1.31 1.79 -0.55
C 4.15 -0.97 3.28 -0.07
C 3.94 0.01 1.01 -0.05
C 5.27 -2.07 1.35 -0.06
C -0.30 -3.92 2.73 -0.52
C 0.17 -5.28 3.27 -0.05
C -1.66 -4.10 2.04 -0.06
C -0.57 -3.04 3.96 -0.08
C 0.70 -4.45 -0.61 -0.52
C 1.71 -4.55 -1.76 -0.07
C -0.56 -3.81 -1.22 -0.04
C 0.42 -5.90 -0.20 -0.06
H 3.08 -2.86 -0.53 0.09
H 1.68 -2.03 3.44 0.09
H 3.29 -0.40 3.63 0.07
H 5.05 -0.37 3.45 0.07
H 4.22 -1.88 3.88 0.08
H 3.11 0.62 1.35 0.07
H 3.82 -0.17 -0.06 0.06
H 4.86 0.60 1.15 0.08
H 5.35 -3.01 1.89 0.08
H 6.17 -1.47 1.53 0.07
H 5.22 -2.30 0.28 0.07
H 0.38 -5.99 2.48 0.05
H -0.58 -5.72 3.94 0.07
H 1.10 -5.14 3.84 0.08
H -1.64 -4.81 1.22 0.05
H -2.03 -3.15 1.65 0.05
H -2.40 -4.47 2.77 0.08
H 0.30 -3.01 4.62 0.07
H -1.42 -3.43 4.53 0.08
H -0.79 -2.01 3.67 0.06
H 1.92 -3.58 -2.20 0.06
H 1.30 -5.19 -2.55 0.08
H 2.65 -4.99 -1.42 0.09
H -0.32 -2.85 -1.67 0.06
H -1.34 -3.65 -0.47 0.06
H -0.97 -4.45 -2.01 0.08
H 1.32 -6.36 0.21 0.09
H 0.11 -6.48 -1.08 0.07
H -0.37 -6.00 0.54 0.04
C -3.37 0.36 -1.02 -0.10
N -2.20 1.18 -1.16 -0.23
C -2.36 2.49 -0.54 -0.22
C -2.54 2.50 0.98 -0.28
N -1.38 1.93 1.62 -0.01
C -1.25 2.02 2.93 -0.27
C -0.04 1.53 3.51 -0.16
F 0.92 1.07 2.67 0.01
C 0.24 1.51 4.86 -0.16
F 1.41 1.02 5.30 0.09
C -0.68 2.00 5.78 -0.18
F -0.42 1.96 7.11 0.06
C -1.86 2.51 5.28 -0.17
F -2.78 2.99 6.14 0.08
C -2.13 2.52 3.93 -0.15
F -3.35 3.04 3.57 0.04
C -1.85 1.35 -2.57 -0.23
C -1.35 0.10 -3.29 -0.27
N -0.08 -0.28 -2.74 -0.04
C 0.81 -0.93 -3.47 -0.25
C 0.67 -1.61 -4.72 -0.14
F -0.56 -1.74 -5.29 0.04
C 1.73 -2.21 -5.37 -0.17
F 1.50 -2.83 -6.55 0.07
C 3.00 -2.22 -4.85 -0.18
F 4.04 -2.79 -5.51 0.06
C 3.20 -1.59 -3.62 -0.18
F 4.43 -1.56 -3.09 0.09
C 2.15 -0.99 -2.97 -0.18
F 2.37 -0.40 -1.78 0.00
H -3.18 -0.65 -1.37 0.08
H -4.23 0.76 -1.59 0.09
H -3.66 0.30 0.03 0.05
H -3.22 3.03 -1.00 0.11
H -1.46 3.06 -0.76 0.11
H -3.48 1.98 1.24 0.09
H -2.71 3.55 1.25 0.11
H -1.04 2.08 -2.62 0.11
H -2.71 1.77 -3.13 0.11
H -1.30 0.37 -4.35 0.11
H -2.11 -0.70 -3.22 0.10
O -3.48 -0.39 2.84 0.08
C -2.58 -0.66 2.22 0.02
```

Calculated values
Spin multiplicity: 1
Orbital gap (eV): 5.277
Lowest unoccupied orbital energy (eV): 3.85
Total charge: -2

=====

Most favorable structure: entry B. The second most favorable one is 60.3 kJ/mol above it.

=====

Entry A
Here is one molecule with the formula C4H4Br2 from the Open Molecules 2025 dataset. Energies are from wB97M-V/def2-TZVPD.

XYZ file:
```
10
Properties=species:S:1:pos:R:3:lowdin_charge:R:1
C -0.57 0.12 1.23 0.09
C 0.51 -0.01 0.43 -0.33
C 0.76 0.04 -1.05 -0.19
C 1.89 -0.05 -0.05 -1.20
Br 2.98 -1.64 0.01 0.67
Br 2.94 1.62 0.03 0.64
H -0.52 0.26 2.28 0.05
H -1.54 0.24 0.81 0.06
H 0.52 -0.90 -1.43 0.06
H 0.59 0.80 -1.89 0.14
```

Calculated values
Spin multiplicity: 1
Orbital gap (eV): 10.203
SMILES: C=C1CC1(Br)Br
Lowest unoccupied orbital energy (eV): 0.16

=====

Entry B
Here is one molecule with the formula C4H4Br2 from the Open Molecules 2025 dataset. Energies are from wB97M-V/def2-TZVPD.

XYZ file:
```
10
Properties=species:S:1:pos:R:3:lowdin_charge:R:1
Br -2.20 1.73 -0.07 0.65
C -0.60 0.85 0.63 -0.68
C -0.40 -0.71 0.51 -0.08
C 0.48 -0.62 -0.46 -0.13
C 0.51 0.91 -0.50 -0.75
Br 2.21 1.71 0.03 0.64
H -0.46 1.19 1.63 0.06
H -0.88 -1.59 0.92 0.10
H 1.13 -1.31 -0.95 0.10
H 0.09 1.39 -1.45 0.08
```

Calculated values
Spin multiplicity: 1
Orbital gap (eV): 10.784
SMILES: Br[C@H]1C=C[C@@H]1Br
Lowest unoccupied orbital energy (eV): 0.69

=====

Most favorable structure: entry B. The second most favorable one is 95.1 kJ/mol above it.

=====

Entry A
Here is one molecule with the formula C4H6IN from the Open Molecules 2025 dataset. Energies are from wB97M-V/def2-TZVPD.

XYZ file:
```
12
Properties=species:S:1:pos:R:3:lowdin_charge:R:1
C 1.54 -0.35 0.91 -0.02
C 0.81 0.70 0.52 -0.11
C -0.77 0.54 0.14 -0.38
C -1.14 -0.25 -1.10 -0.26
N -1.06 1.12 -1.11 -0.43
I -2.85 2.41 -1.15 0.62
H 2.62 -0.26 0.95 0.05
H 1.03 -1.31 1.13 0.07
H 1.24 1.63 0.11 0.10
H -1.60 0.33 0.96 0.16
H -0.45 -0.78 -1.80 0.12
H -2.04 -0.80 -1.08 0.08
```

Calculated values
Spin multiplicity: 1
Orbital gap (eV): 8.490
SMILES: C=C[C@@H]1CN1I
Lowest unoccupied orbital energy (eV): -0.74

=====

Entry B
Here is one molecule with the formula C4H6IN from the Open Molecules 2025 dataset. Energies are from wB97M-V/def2-TZVPD.

XYZ file:
```
12
Properties=species:S:1:pos:R:3:lowdin_charge:R:1
C 1.54 0.47 -1.53 0.03
C 0.41 0.03 -0.97 -0.22
N -0.13 0.44 0.27 -0.15
C -1.49 0.22 0.69 -0.16
C -0.33 -0.17 1.51 -0.63
I 0.01 -2.36 1.72 0.64
H 1.90 0.04 -2.62 0.12
H 2.18 1.12 -1.08 0.01
H -0.19 -0.77 -1.36 0.10
H -2.05 -0.47 0.15 0.08
H -1.92 1.17 0.74 0.09
H 0.07 0.27 2.48 0.09
```

Calculated values
Spin multiplicity: 1
Orbital gap (eV): 9.347
SMILES: C=CN1C[C@H]1I
Lowest unoccupied orbital energy (eV): 0.37

=====

Most favorable structure: entry B. The second most favorable one is 41.8 kJ/mol above it.